{
  "formula": "C36H24O12",
  "method": "the ωB97M-V functional and the def2-TZVPD basis",
  "total_energy_ha": -2288.7730,
  "de_lowest_ev": 2.316,
  "total_charge": 0,
  "homo_lumo_gap_ha": 0.3008,
  "e_lumo_ev": -1.83,
  "elements": ["O", "O", "O", "O", "O", "O", "O", "O", "O", "O", "O", "O", "C", "C", "C", "C", "C", "C", "C", "C", "C", "C", "C", "C", "C", "C", "C", "C", "C", "C", "C", "C", "C", "C", "C", "C", "C", "C", "C", "C", "C", "C", "C", "C", "C", "C", "C", "C", "H", "H", "H", "H", "H", "H", "H", "H", "H", "H", "H", "H", "H", "H", "H", "H", "H", "H", "H", "H", "H", "H", "H", "H"],
  "coordinates": [[4.943727, 1.824703, -4.594848], [0.872362, 5.683801, 1.645478], [1.587389, 0.549107, 1.985203], [-0.895488, -1.011163, 5.564125], [-3.115852, 5.242390, 4.853222], [1.585151, -2.840872, -1.360108], [-3.450120, -0.762375, -4.802283], [-0.078166, 0.887661, -4.585361], [3.414890, -3.794572, 4.726884], [-2.420989, 2.305578, -0.711074], [4.112206, -7.199031, -1.762041], [-6.582410, -1.077087, -0.864593], [0.520456, -1.896567, 4.036577], [-0.046148, 5.862058, 2.438532], [-5.882842, -0.986724, -1.860999], [1.125226, 0.913362, -4.591795], [1.929295, 0.489943, -3.489185], [-2.156504, 5.554102, 4.164104], [-1.122495, 2.553961, 1.102284], [4.230023, -4.971670, -2.223032], [-4.038883, 0.105906, -2.833065], [2.346251, -3.777347, -1.318488], [1.662130, 1.606098, -5.786327], [1.680710, -2.457684, 3.804559], [3.676065, -6.091460, -1.542807], [2.436573, -6.132983, -0.825892], [0.651543, -2.462933, 6.557965], [-2.395916, 6.076086, 2.803502], [3.498173, -3.838318, -2.154097], [3.780462, 1.505660, -4.665897], [-5.357431, -1.796162, -4.062732], [0.179946, 5.441767, 3.798788], [0.008147, 2.098727, 1.838852], [0.698944, 0.950990, 1.322979], [0.378124, 0.339552, 0.011370], [1.822182, -4.925110, -0.633457], [-1.445391, 1.924823, -0.131495], [2.982024, 1.835179, -5.894471], [-4.825173, 0.043874, -1.767082], [-4.342825, -0.792309, -3.948385], [1.744485, -3.211194, 6.246328], [-1.398552, 6.220039, 1.950103], [-0.877967, 5.333492, 4.597945], [2.345598, -3.207626, 4.921924], [-6.156499, -1.843844, -2.987761], [3.203996, 0.766167, -3.516583], [0.004426, -1.819735, 5.421245], [-0.676327, 0.781389, -0.675250], [0.122675, -2.515426, 7.501342], [0.888308, -4.823038, -0.090282], [-4.617136, 0.535237, -0.837009], [-7.001570, -2.505063, -2.851181], [-3.384547, 6.351442, 2.454587], [1.202848, 5.248707, 4.092577], [3.996334, 0.611783, -2.798062], [-1.007169, 0.372250, -1.627504], [5.155972, -5.205445, -2.755839], [0.972322, -0.528759, -0.258698], [-1.572382, 6.597894, 0.954088], [-0.016780, -1.406923, 3.247874], [2.009531, -7.048799, -0.412076], [3.459081, 2.307804, -6.745765], [2.209542, -2.479015, 2.841544], [-0.827172, 5.073023, 5.638068], [0.943952, 1.868062, -6.543970], [-5.416416, -2.393595, -4.958314], [-1.702898, 3.410802, 1.444966], [-3.124945, 0.692077, -2.811654], [2.141613, -3.925522, 6.937012], [3.769252, -2.911385, -2.622700], [0.357764, 2.613774, 2.737231], [1.287297, 0.060466, -2.739100]],
  "forces_ev_per_angstrom": [[0.577, 0.255, 0.026], [-0.275, 0.626, 0.058], [3.091, -2.087, 1.815], [-0.570, -0.269, 0.647], [0.021, 0.184, 0.162], [-0.284, 2.204, -0.066], [-0.695, -0.282, -0.433], [-1.580, -0.856, 0.978], [-1.377, 0.568, 0.251], [-1.775, 0.594, -1.451], [1.728, -1.247, -0.392], [-0.547, -0.645, 0.119], [0.063, -0.414, 0.067], [1.094, -1.066, -2.646], [-0.870, 1.658, 2.892], [-0.914, 1.898, -2.162], [-0.979, -0.654, 0.711], [-4.695, 0.303, -1.353], [4.401, -0.310, 4.144], [-0.246, 2.176, -0.041], [-0.714, 0.250, 1.344], [-2.144, -0.127, -0.074], [2.050, -0.214, -0.359], [1.494, -1.199, 0.037], [-0.598, -3.243, -0.446], [-2.485, 3.402, 1.893], [1.284, -2.040, -1.106], [-0.454, 0.477, -0.547], [2.887, -0.596, -0.614], [0.462, 0.011, -1.228], [-1.685, 0.190, 1.490], [-0.474, 0.393, 1.204], [-4.819, 2.828, -2.335], [-0.725, 0.749, -1.294], [-0.721, -0.240, -0.035], [0.752, -3.516, 0.652], [-0.192, -1.047, -0.616], [-1.065, -0.281, 1.074], [0.477, -1.074, -1.290], [4.387, 0.757, -2.221], [-1.923, 0.532, 1.203], [0.468, 0.372, 0.667], [3.869, -0.505, 1.750], [1.892, -0.178, -1.457], [0.139, -0.893, -1.463], [1.394, 0.567, -0.221], [-0.821, 2.386, -0.647], [0.746, -0.031, 0.232], [0.181, 0.242, 0.000], [0.130, 0.178, -0.133], [-0.333, 0.189, 0.277], [0.042, -0.085, -0.044], [-0.222, -0.306, 0.550], [-0.047, -0.036, -0.009], [-0.385, -0.317, 0.494], [0.040, 0.081, 0.161], [-0.412, 0.543, -0.009], [0.005, 0.125, -0.097], [0.412, -0.109, -0.157], [-0.406, 0.319, 0.098], [0.577, 0.130, -0.389], [0.094, -0.006, 0.230], [-0.349, 0.094, 0.469], [0.301, -0.343, 0.313], [-0.185, -0.034, -0.071], [0.012, 0.009, -0.018], [0.014, -0.300, -0.305], [-0.210, -0.023, -0.669], [0.541, -0.016, 0.416], [0.084, 0.202, -0.351], [-0.085, -0.499, -0.268], [0.553, -0.405, 0.594]]
}